# C12H39BFN15O11S

8 unconnected molecules or ions with the total composition C12H39BFN15O11S (ωB97M-V/def2-TZVPD, OMol25).

Each line ends with the Mulliken charge.
Cartesian coordinates (Å):
C: 1.25736 3.62787 2.61141  -0.78
C: 0.22472 3.73585 1.82128  -0.33
C: -1.09032 3.03632 2.14756  -0.63
N: -0.88624 1.67272 2.74705  0.26
B: -0.28990 0.67410 1.79815  0.40
O: -1.02172 -0.27842 1.11933  -0.32
O: 1.05171 0.73518 1.57617  -0.47
C: 1.70508 -0.46135 2.10742  0.48
C: 2.53189 -0.03415 3.33605  -1.19
S: -2.26774 1.11733 3.44709  0.97
O: -3.28771 0.77116 2.53679  -0.50
O: -1.91530 0.08145 4.32668  -0.63
F: -2.91624 2.28459 4.36501  -0.28
H: 2.25768 3.74126 2.19928  0.26
H: 1.17058 3.43155 3.67755  0.30
H: 0.25857 4.34845 0.92447  0.41
H: -1.71718 2.94944 1.25305  0.43
H: -1.59133 3.65985 2.89953  0.35
H: -1.09779 -1.10733 1.61854  0.29
H: 2.36943 -0.83651 1.32704  -0.23
H: 0.99589 -1.26239 2.32682  0.23
H: 2.60089 1.05621 3.42217  0.21
H: 2.10134 -0.38278 4.27903  0.30
H: 3.55590 -0.38145 3.19170  0.33
N: -7.62166 1.40417 -0.07101  -0.38
C: -6.37455 0.84782 -0.16932  0.61
N: -5.68556 0.76318 1.00412  -0.24
O: -5.91637 0.45813 -1.22887  -0.65
H: -8.01905 1.73169 0.78846  0.16
H: -8.15597 1.48188 -0.91648  0.22
H: -4.76662 0.36229 0.97027  0.18
H: -6.04361 1.07826 1.88488  0.14
N: 1.39415 -3.01205 -1.81300  -0.32
C: 0.56083 -2.66592 -0.78726  0.73
N: -0.67071 -2.24436 -1.17226  -0.30
O: 0.91854 -2.73102 0.38258  -0.59
H: 1.13791 -2.96591 -2.78372  0.11
H: 2.31491 -3.32751 -1.57062  0.16
H: -1.31411 -1.97014 -0.45188  0.13
H: -0.96254 -2.18817 -2.13040  0.16
N: 4.86545 -0.10250 -3.75412  -0.42
C: 3.83183 -0.89536 -3.35724  0.67
N: 3.28050 -0.58342 -2.16016  -0.07
O: 3.42099 -1.83127 -4.03788  -0.81
H: 5.21282 0.66808 -3.21499  0.17
H: 5.29086 -0.31053 -4.63882  0.22
H: 2.50764 -1.15512 -1.85925  -0.02
H: 3.59021 0.17358 -1.57921  0.12
N: -6.45766 0.81053 6.77986  -0.32
C: -5.72407 1.51861 7.69251  0.55
N: -4.48756 1.90301 7.25997  -0.30
O: -6.14330 1.78381 8.80332  -0.65
H: -6.13036 0.58028 5.86097  0.15
H: -7.37213 0.51003 7.06236  0.20
H: -3.92145 2.42183 7.90572  0.17
H: -4.12002 1.70564 6.35392  0.20
N: 4.12932 -3.31464 0.66293  -0.30
C: 4.85069 -2.69252 1.64072  0.68
N: 6.09883 -2.27652 1.26363  -0.41
O: 4.41571 -2.51793 2.76411  -0.64
H: 4.47229 -3.46665 -0.26679  0.16
H: 3.20189 -3.62771 0.90200  0.16
H: 6.65653 -1.81475 1.95834  0.22
H: 6.47613 -2.40949 0.34471  0.15
N: 1.89414 -2.68952 -6.57149  -0.29
C: 0.65727 -2.21932 -6.87859  0.60
N: 0.12102 -2.67806 -8.04833  -0.40
O: 0.06939 -1.43519 -6.14721  -0.64
H: 2.40824 -3.33486 -7.14026  0.16
H: 2.29968 -2.34778 -5.71441  0.29
H: -0.79255 -2.34473 -8.29603  0.24
H: 0.58768 -3.32047 -8.65954  0.15
N: 0.32617 1.60451 -4.15832  -0.35
C: 1.43827 2.35480 -4.38932  0.71
N: 2.02488 2.14391 -5.60599  -0.38
O: 1.88044 3.15170 -3.57730  -0.68
H: -0.04457 0.94225 -4.81847  0.18
H: -0.13455 1.72540 -3.27532  0.17
H: 2.84756 2.67741 -5.81646  0.20
H: 1.67667 1.49166 -6.28426  0.16

HOMO-LUMO gap	9.78	eV
molecular weight	631.415	g/mol
HOMO	-9.59	eV
LUMO energy	0.183	eV